1.
This record from the Open Molecules 2025 dataset describes a structure of composition C22H18Cl3NO2PtSe3SiTe. The level of theory is the ωB97M-V functional and the def2-TZVPD basis.

Computed properties:
Total charge: -2
Frontier orbital gap in eV: 4.7589
Relative energy (zero: lowest compared OMol25 entry of this formula, charge and spin) in kcal per mole: 13.4
HOMO level in eV: -0.846
E_tot in eV: -280720.9679

The geometry in XYZ format:
```
52
Properties=species:S:1:pos:R:3:forces:R:3
Pt -0.5501 -0.6852 -2.3489 0.33 0.17 0.04
Se -1.5478 -2.5065 -3.5169 -0.16 -0.12 -0.14
Se -0.8023 -4.2924 -2.2297 0.31 0.16 0.16
Te 1.7623 -4.6562 -2.7151 -0.23 -0.05 -0.13
Se 2.8443 -2.4872 -3.2216 0.06 0.04 0.11
C -1.5309 -1.0543 -0.6057 -0.26 -0.05 -0.15
C -2.3303 -1.0578 0.3169 0.17 -0.11 0.12
C -3.2588 -1.1345 1.3927 -0.04 0.00 -0.01
C -4.5274 -1.7084 1.2064 0.02 -0.01 0.00
C -5.4451 -1.7705 2.2412 0.00 -0.01 0.01
C -5.1319 -1.2675 3.4993 0.00 0.02 -0.01
C -3.8790 -0.7028 3.7033 0.00 -0.01 0.02
C -2.9578 -0.6377 2.6701 0.00 0.02 -0.02
H -4.7679 -2.1039 0.2281 -0.01 0.01 0.00
H -6.4165 -2.2192 2.0654 0.00 0.00 0.00
H -5.8538 -1.3119 4.3061 0.00 -0.01 0.00
H -3.6154 -0.3090 4.6790 0.00 0.00 0.00
H -1.9831 -0.1965 2.8305 0.01 0.02 0.00
C 0.9907 2.0304 2.0493 -0.01 0.00 -0.01
O 2.0345 1.1694 1.6268 0.01 -0.03 0.01
C 1.6983 -0.1476 1.4591 -0.01 0.03 0.01
C 0.8093 -0.7943 2.3067 0.03 0.01 -0.01
C 0.5124 -2.1352 2.1274 -0.01 -0.02 0.02
C 1.1178 -2.8436 1.1030 0.02 0.01 -0.03
C 2.0127 -2.2062 0.2639 -0.03 0.02 -0.02
C 2.3009 -0.8543 0.4179 -0.08 -0.07 -0.08
N 3.2753 -0.2943 -0.4430 -0.19 0.30 -0.06
C 3.4695 0.9638 -0.8484 0.08 -0.31 0.00
C 2.5616 2.0086 -0.9893 -0.09 0.27 0.16
C 3.0294 3.3465 -1.1382 0.04 -0.18 0.03
C 2.1730 4.3701 -1.3872 -0.13 0.04 -0.02
C 0.7806 4.0936 -1.5531 0.08 0.09 0.00
C 0.2867 2.8336 -1.4942 0.07 -0.17 0.07
C 1.1622 1.7227 -1.2227 0.25 0.07 -0.12
O 0.8044 0.5264 -1.2530 -0.40 -0.02 0.17
H 1.2921 3.0399 1.7719 0.00 0.00 0.00
H 0.8443 1.9820 3.1333 0.00 0.00 0.00
H 0.0537 1.7785 1.5461 0.00 -0.01 -0.01
H 0.3361 -0.2315 3.1004 0.01 -0.01 0.01
H -0.2120 -2.6147 2.7741 -0.02 0.02 -0.01
H 0.8683 -3.8780 0.9085 -0.01 0.01 0.02
H 2.4488 -2.7355 -0.5746 0.03 0.00 0.02
H 3.7661 -1.0114 -0.9818 0.20 -0.01 0.10
H 4.4945 1.1537 -1.1614 -0.04 -0.06 -0.19
H 4.0941 3.5313 -1.0352 0.00 0.02 0.00
H 2.5347 5.3846 -1.4926 0.01 0.00 0.00
H 0.1086 4.9168 -1.7696 0.00 0.00 0.00
H -0.7565 2.5993 -1.6682 0.00 0.02 -0.02
Cl 1.7745 1.5736 -4.3833 0.00 -0.04 0.01
Si 0.1282 0.2042 -4.3937 0.06 -0.10 -0.04
Cl -1.3913 1.5094 -5.1767 0.02 0.02 0.02
Cl 0.5880 -0.8907 -6.1230 -0.06 0.02 -0.01
```
Positions in Å, forces in eV/Å.



2.
This record from the Open Molecules 2025 dataset describes a structure of composition C22H18ClCsN4S3. The level of theory is the ωB97M-V functional and the def2-TZVPD basis.

Computed properties:
Frontier orbital gap in eV: 7.3103
Relative energy (zero: lowest compared OMol25 entry of this formula, charge and spin) in kcal per mole: 8.5
HOMO level in eV: -8.009
E_tot in eV: -74645.7476

The geometry in XYZ format:
```
49
Properties=species:S:1:pos:R:3:forces:R:3
Cs 1.8543 0.5214 1.8616 -0.60 0.21 -0.60
S -0.3167 -5.4127 0.2665 0.12 -0.03 0.14
C -0.8765 -6.9401 -0.2391 -0.03 -0.06 -0.05
C -1.9195 -6.8321 -1.1071 0.00 0.09 0.02
C -2.2695 -5.4792 -1.3594 0.01 -0.13 0.00
C -1.4861 -4.5884 -0.6804 -0.08 0.31 -0.08
C -1.5600 -3.1162 -0.7106 0.06 -0.26 0.04
C -0.6354 -2.3196 -0.0029 0.05 0.07 0.02
N -0.6251 -1.0076 0.0003 -0.05 0.01 -0.05
C -1.5666 -0.3618 -0.7213 0.16 0.26 0.11
C -2.5477 -1.0496 -1.4450 -0.17 -0.06 -0.12
C -3.5498 -0.3250 -2.1837 0.08 -0.11 0.06
C -3.5602 1.0185 -2.1922 0.09 0.12 0.06
C -2.5621 1.7649 -1.4701 -0.17 0.04 -0.12
C -2.5550 3.1666 -1.4650 -0.08 -0.07 -0.06
C -1.5860 3.8525 -0.7752 0.06 0.25 0.04
C -0.6215 3.0735 -0.1035 0.03 -0.05 0.00
N -0.6014 1.7629 -0.0817 -0.06 0.00 0.04
C -1.5661 1.0959 -0.7486 0.17 -0.24 0.12
C -1.5460 5.3253 -0.7312 -0.08 -0.31 -0.07
C -2.3885 6.2056 -1.3495 0.00 0.14 0.00
C -2.0652 7.5633 -1.0857 0.01 -0.09 0.01
C -0.9824 7.6852 -0.2698 -0.05 0.05 -0.05
S -0.3550 6.1649 0.1750 0.13 0.04 0.11
C -2.5231 -2.4508 -1.4271 -0.08 0.07 -0.06
H -0.4060 -7.8362 0.1297 0.00 -0.02 0.00
H -2.4201 -7.6798 -1.5497 0.00 -0.01 0.00
H -3.0702 -5.1876 -2.0226 0.00 0.00 -0.01
H 0.1387 -2.7992 0.5897 0.00 -0.01 0.00
H -4.2958 -0.8875 -2.7312 0.00 -0.02 0.01
H -4.3147 1.5634 -2.7456 0.00 0.02 0.01
H -3.3259 3.6942 -2.0131 -0.01 -0.01 0.00
H 0.1783 3.5679 0.4417 -0.01 0.02 0.00
H -3.2149 5.9034 -1.9754 -0.01 0.00 -0.01
H -2.6119 8.4045 -1.4836 -0.01 0.01 0.00
H -0.5184 8.5872 0.0927 0.00 0.02 0.00
H -3.2744 -2.9935 -1.9873 0.00 0.01 0.00
Cl 3.1544 -0.3710 4.3702 0.36 -0.28 0.66
C 5.9199 -2.4540 3.2491 -0.03 -0.10 0.00
N 5.5023 -1.8036 2.0227 -0.05 0.03 -0.16
C 5.4765 -0.4868 1.8271 -0.18 0.21 0.08
N 5.9717 0.2805 2.8317 -0.03 -0.02 -0.12
S 4.8548 0.1918 0.3991 0.40 -0.15 -0.04
H 5.9493 -3.5260 3.0678 0.00 0.01 0.02
H 5.2127 -2.2485 4.0564 0.02 0.04 0.01
H 6.9221 -2.1273 3.5282 -0.02 0.04 0.02
H 5.0705 -2.3446 1.2949 0.02 -0.03 -0.01
H 5.7188 -0.0253 3.7652 -0.02 -0.01 0.03
H 5.7932 1.2608 2.6880 0.02 0.02 0.00
```
Positions in Å, forces in eV/Å.



3.
This record from the Open Molecules 2025 dataset describes an isolated molecule of C22H18ClN3OS in a non-equilibrium geometry. The level of theory is the ωB97M-V functional and the def2-TZVPD basis.

Computed properties:
Frontier orbital gap in eV: 7.7462
HOMO level in eV: -7.852
E_tot in eV: -52966.6629

The geometry in XYZ format:
```
46
Properties=species:S:1:pos:R:3:forces:R:3
Cl -4.8272 -2.4566 -1.5520 0.01 -0.24 -0.99
C -3.9814 -1.8959 -0.1873 -1.19 0.16 3.05
C -2.7301 -1.1989 -0.2816 -5.48 -4.65 -3.37
C -2.2439 -0.8384 0.8827 1.65 2.46 2.04
C -2.9198 -1.1508 1.9799 -0.01 2.28 7.87
C -4.2399 -1.6681 2.2348 4.66 0.04 -6.09
C -4.8865 -2.1566 1.1914 6.78 2.47 -6.18
H -5.7918 -2.4714 0.9334 -3.75 -1.46 -0.24
H -4.7396 -1.6777 3.0360 -2.76 0.26 6.95
H -2.4220 -0.6642 3.0184 -1.24 -1.41 -2.89
C -1.0714 0.0691 0.9066 -3.77 -2.18 -3.38
N -0.1835 -0.1915 1.6861 2.68 -3.45 5.89
N 0.9819 0.3129 1.3637 0.55 4.25 -0.60
C 0.6687 1.2334 0.4243 -2.50 -6.22 0.52
N -0.6079 0.7734 -0.1780 4.69 -0.95 6.79
C -1.3901 1.3568 -1.0210 3.65 3.97 -11.32
C -2.7078 1.4890 -0.7263 -7.47 3.42 2.01
C -3.3396 2.1769 0.4038 8.12 -0.47 -0.41
C -4.5995 2.2602 0.0731 -7.43 3.18 7.15
C -4.9180 1.5863 -0.9440 -1.22 -2.90 -8.05
O -3.7550 1.2264 -1.7125 0.58 0.44 4.39
H -5.8907 1.3698 -1.4502 1.25 0.24 0.57
H -5.4662 2.6226 0.8614 2.31 -0.74 -2.27
H -2.8477 2.7025 1.3333 -0.78 -1.51 -2.18
H -1.2941 0.9110 -2.2715 -0.49 0.43 3.37
H -0.7165 2.3454 -1.4057 -2.16 -1.46 1.17
S 1.6400 2.1291 -0.4363 3.24 4.29 -3.41
C 3.1124 2.4881 0.6761 -5.82 -11.13 5.07
C 3.7647 1.0293 0.7131 5.62 2.23 -3.78
C 5.0359 0.9281 0.0196 -7.66 4.51 3.34
C 5.8190 -0.1222 -0.2625 2.01 -5.15 -0.20
C 5.3829 -1.5091 0.1415 0.29 2.91 2.26
C 6.2491 -2.5521 0.1074 -2.94 -1.96 0.27
C 7.4082 -2.6078 -0.5975 -2.36 9.37 -0.62
C 7.8010 -1.3131 -1.0550 -2.63 2.08 1.87
C 7.0730 0.0656 -0.8420 -0.77 -8.65 0.69
H 7.3795 0.8295 -1.4315 1.04 2.68 -1.01
H 8.7757 -1.1310 -1.3110 2.37 -0.13 -1.41
H 8.0379 -3.3055 -0.6978 4.38 -5.62 -0.57
H 5.7826 -3.4242 0.5599 0.62 -0.36 0.05
H 4.5537 -1.6677 0.9445 1.10 0.74 -2.05
H 5.2789 1.9309 -0.2703 0.93 0.23 -0.56
H 3.2741 0.1738 1.1015 -0.77 -0.12 0.48
H 2.6086 2.3222 1.7308 0.92 2.04 -1.69
H 3.5470 3.2594 0.3282 3.45 5.41 -1.93
H -2.2306 -1.2824 -1.2182 0.30 0.65 -0.62
```
Positions in Å, forces in eV/Å.



4.
This record from the Open Molecules 2025 dataset describes a structure of composition C22H18CuF18N2O26S4 in a non-equilibrium geometry. The level of theory is the ωB97M-V functional and the def2-TZVPD basis.

Computed properties:
Total charge: +1
Frontier orbital gap (spin up / spin down) in eV: 7.5215 / 4.0023
<S²>: 2.0150
Multiplicity: 3
HOMO level (spin up / spin down) in eV: -12.641 / -12.641
E_tot in eV: -216197.0647

The geometry in XYZ format:
```
91
Properties=species:S:1:pos:R:3:forces:R:3
Cu 6.2842 3.9690 -5.0519 1.65 0.11 -1.96
C 9.6198 6.3654 -5.1078 0.18 0.97 -0.52
F 9.5335 6.3473 -3.7784 -0.29 -0.38 -0.96
F 8.7651 7.2747 -5.6234 0.52 -0.99 0.66
F 10.8580 6.7359 -5.4357 -0.82 -0.81 -0.07
S 9.1598 4.5583 -5.8388 1.10 -2.30 1.32
O 10.1912 4.0607 -6.7864 -2.68 1.47 2.70
O 8.8187 3.7544 -4.6413 0.38 1.21 -1.13
N 7.5788 4.7138 -6.5110 2.75 0.46 2.57
S 7.9761 5.1893 -7.9729 -1.53 0.29 -7.16
O 9.0662 6.1498 -8.1882 -1.82 -0.96 1.85
O 8.0219 4.0589 -8.8962 -0.27 0.99 1.51
C 6.3147 6.1196 -8.3410 1.40 -1.40 -1.74
F 5.3025 5.2114 -8.2537 1.28 1.50 0.03
F 6.2429 7.0759 -7.4484 -0.85 0.44 0.44
F 6.3685 6.6717 -9.5852 -0.38 -0.86 1.73
C 3.3385 0.3498 -7.6069 -0.20 -1.06 -0.42
F 3.1728 -0.0829 -8.8532 -0.27 0.62 0.89
F 2.3429 -0.0950 -6.8012 1.28 1.08 -1.03
F 4.5120 -0.1384 -7.1807 -1.03 1.14 0.08
S 3.4215 2.3795 -7.7168 4.66 1.04 0.43
O 4.5327 2.7528 -6.7895 -2.36 -0.76 -0.90
O 3.6117 2.8764 -9.0839 -1.17 -1.46 2.56
N 1.9437 2.8740 -6.9159 1.73 -0.77 -0.99
S 0.9504 3.0059 -8.1640 -5.13 2.33 -1.56
O 1.0249 4.2812 -8.8828 0.50 -1.70 1.53
O 0.8787 1.8159 -8.9825 0.38 0.48 1.30
C -0.7740 3.1800 -7.0902 -0.45 -0.36 0.03
F -1.1515 1.9527 -6.6195 1.22 1.79 0.10
F -0.6759 4.1487 -6.1017 0.05 -2.31 -1.92
F -1.7363 3.5142 -7.9508 1.03 0.38 0.39
C 9.5150 5.2263 -12.9390 3.16 0.50 1.16
C 9.0793 5.5325 -11.4899 -0.33 -1.29 -1.78
O 7.7266 5.1252 -11.6042 -0.87 -0.31 1.63
C 7.4971 4.3733 -12.7074 -5.79 -1.94 0.51
O 6.4551 3.7010 -12.9508 4.23 2.78 1.38
O 8.4734 4.5291 -13.5069 1.71 -0.57 -3.17
F 9.1585 6.8264 -11.2249 -0.26 1.49 0.29
H 10.4524 4.6707 -12.9645 -0.29 -0.99 0.27
H 9.9262 6.0843 -13.4709 -1.34 0.63 -0.27
H 9.5940 5.0155 -10.6800 -0.18 -0.26 -0.14
C 5.0833 9.1961 -3.8308 -1.03 1.35 -0.64
C 4.3542 8.6421 -4.9960 -3.02 -0.50 3.87
O 4.7376 7.3123 -4.9773 -1.50 -2.02 -0.44
C 5.8355 7.2067 -4.3009 2.24 -0.44 -0.81
O 6.4792 6.1640 -4.2296 -0.61 -0.16 0.40
O 6.2483 8.4188 -3.9025 1.09 -1.56 1.55
F 4.7642 9.1797 -6.0509 1.54 2.14 -5.17
H 4.4633 9.0588 -2.9449 0.66 0.15 0.43
H 5.2520 10.2283 -4.1377 0.48 0.07 0.91
H 3.2762 8.7563 -4.8819 -0.19 -0.46 -0.22
C 8.9055 2.7761 -1.2932 -0.48 0.24 -0.39
C 7.9913 1.5506 -1.2494 -0.52 3.12 -1.31
O 7.0109 1.9104 -0.2794 0.11 -1.45 -1.73
C 7.6090 2.7399 0.5756 -1.12 1.06 3.27
O 7.1842 2.9126 1.7064 1.41 0.08 -2.68
O 8.6566 3.3461 -0.0188 0.27 0.47 0.66
F 8.7594 0.6233 -0.7945 1.34 -3.59 1.41
H 8.6888 3.4642 -2.1103 -0.21 0.25 0.20
H 9.9484 2.4739 -1.3882 -0.10 -0.03 0.20
H 7.6011 1.2804 -2.2307 -0.66 -0.14 0.31
C 2.8798 7.6695 -8.7472 -0.50 0.17 0.12
C 1.4786 8.1972 -8.4332 1.20 -1.08 -1.03
O 1.2265 7.5651 -7.1815 -0.88 0.62 0.95
C 2.0619 6.5525 -6.9196 1.15 -4.05 1.08
O 2.0434 5.6876 -5.9810 -0.23 4.42 -3.92
O 2.9798 6.4663 -7.9491 -0.42 0.95 0.94
F 0.5909 7.7759 -9.3708 -0.30 -0.14 0.46
H 3.5486 8.4710 -8.4333 0.58 -0.44 0.32
H 3.0496 7.4790 -9.8069 -0.17 -0.33 0.19
H 1.4688 9.2869 -8.4545 -0.46 -0.10 0.84
C 13.3404 7.8962 -3.2613 -1.47 -0.79 0.60
C 14.1943 7.3727 -2.0867 0.20 0.07 -0.21
O 15.4080 7.0836 -2.6831 1.96 0.68 -1.21
C 15.5296 7.7215 -3.8470 2.17 0.76 -3.99
O 16.5281 7.8116 -4.5895 -4.00 -0.41 3.33
O 14.2708 8.2449 -4.2011 2.99 0.69 -0.84
F 13.8260 6.1718 -1.6576 -1.58 -0.99 1.05
H 12.5934 8.6700 -3.0848 0.62 0.51 0.47
H 12.7371 7.1292 -3.7468 0.00 -0.78 0.66
H 14.4667 8.0156 -1.2498 -0.88 0.25 0.17
C 9.1390 0.1008 -7.5987 4.37 -0.41 -0.81
C 7.9811 0.2241 -8.4490 0.32 -1.43 -0.64
O 7.2394 1.1902 -7.7908 -2.23 1.27 -1.15
C 7.6075 1.2491 -6.5291 0.18 1.25 0.95
O 6.9867 1.7766 -5.5988 0.45 0.09 -0.94
O 8.8095 0.7321 -6.4400 -0.57 0.77 3.62
F 7.3276 -0.9321 -8.3002 -1.81 -1.68 -0.30
H 9.9976 0.6006 -8.0471 0.11 0.38 0.07
H 9.5232 -0.8938 -7.3723 -0.65 -0.23 -0.22
H 8.2486 0.2816 -9.5041 -0.76 1.19 -0.02
```
Positions in Å, forces in eV/Å.